[1]
C62H43Cl2N6O2SV | ωB97M-V/def2-TZVPD

spin multiplicity = 4
total charge = -1
Kohn-Sham gap (spin up / spin down) = 4.96 / 5.00 eV
<S²> = 4.1052
LUMO (spin up / spin down) = 1.615 / 0.782 eV
E_tot = -5130.14888 Eh
HOMO (spin up / spin down) = -3.35 / -4.22 eV

Each line ends with the Mulliken spin population.
CARTESIAN COORDINATES (ANGSTROEM)
V (0.871, -0.284, 0.180)  1.5962
C (-2.762, -3.625, -5.883)  0.0001
C (-1.553, -4.151, -5.447)  0.0038
C (-0.920, -3.606, -4.338)  0.0098
C (-1.479, -2.522, -3.667)  0.0135
C (-2.698, -2.003, -4.099)  0.0095
C (-3.335, -2.558, -5.202)  0.0033
C (-0.778, -1.928, -2.485)  0.0079
C (-0.266, -0.643, -2.663)  0.0788
C (-0.331, 0.084, -3.880)  0.0942
C (0.037, 1.375, -3.606)  0.0576
C (0.330, 1.444, -2.217)  0.1607
C (0.734, 2.662, -1.474)  0.1977
C (0.110, 3.960, -1.722)  0.0161
C (0.298, 5.020, -0.809)  0.0930
C (-0.313, 6.249, -0.979)  -0.0707
C (-1.165, 6.476, -2.054)  0.1122
C (-1.424, 5.429, -2.927)  -0.0653
C (-0.808, 4.197, -2.761)  0.1075
C (1.802, 2.535, -0.554)  -0.0746
N (2.097, 1.337, 0.024)  -0.0342
C (3.354, 1.425, 0.577)  0.2548
C (4.054, 0.306, 1.125)  -0.0460
C (5.264, 0.556, 1.948)  -0.0239
C (5.214, 1.463, 3.007)  -0.0086
C (6.343, 1.740, 3.764)  0.0116
C (7.545, 1.103, 3.485)  -0.0131
C (7.606, 0.192, 2.440)  0.0070
C (6.478, -0.071, 1.676)  -0.0320
C (3.531, -0.966, 0.934)  0.1975
C (4.007, -2.175, 1.675)  -0.0861
C (3.168, -3.102, 2.166)  0.1040
C (1.686, -2.846, 1.981)  0.0157
N (2.383, -1.034, 0.215)  -0.5217
C (0.658, -3.904, 1.700)  0.2337
C (-0.111, -3.651, 0.576)  -0.1510
C (-1.061, -4.559, -0.040)  0.1045
C (-1.417, -4.011, -1.221)  -0.0962
C (-0.727, -2.740, -1.330)  0.1581
N (0.016, -2.512, -0.217)  0.1921
C (0.568, -5.169, 2.459)  0.0208
C (0.748, -6.402, 1.828)  0.0436
C (0.653, -7.591, 2.538)  -0.0136
C (0.374, -7.573, 3.898)  0.0243
C (0.195, -6.355, 4.540)  -0.0118
C (0.296, -5.168, 3.830)  0.0561
C (3.846, 2.746, 0.388)  -0.1063
C (2.889, 3.440, -0.306)  0.1885
N (0.219, 0.212, -1.671)  0.0111
H (-3.255, -4.046, -6.751)  0.0000
H (-1.100, -4.983, -5.972)  0.0003
H (0.024, -4.012, -3.993)  -0.0028
H (-3.141, -1.181, -3.540)  -0.0016
H (-4.286, -2.153, -5.527)  0.0005
H (-0.616, -0.325, -4.836)  -0.0016
H (0.169, 2.175, -4.315)  0.0071
H (0.904, 4.858, 0.071)  0.0043
H (-0.137, 7.033, -0.251)  -0.0027
H (-1.645, 7.437, -2.190)  0.0094
H (-2.125, 5.566, -3.742)  -0.0036
H (-1.080, 3.400, -3.433)  0.0269
H (4.273, 1.952, 3.230)  -0.0114
H (6.284, 2.459, 4.572)  0.0003
H (8.428, 1.318, 4.074)  -0.0012
H (8.539, -0.309, 2.211)  0.0002
H (6.545, -0.751, 0.835)  -0.0004
H (5.066, -2.253, 1.876)  0.0023
H (3.539, -3.957, 2.723)  0.0034
H (-1.384, -5.501, 0.374)  0.0054
H (-2.089, -4.418, -1.960)  -0.0012
H (0.976, -6.418, 0.769)  0.0035
H (0.802, -8.534, 2.029)  -0.0002
H (0.293, -8.500, 4.451)  0.0022
H (-0.037, -6.330, 5.598)  -0.0003
H (0.115, -4.225, 4.330)  0.0065
H (4.823, 3.095, 0.685)  -0.0013
H (2.969, 4.441, -0.699)  0.0042
C (-1.841, 3.214, 0.859)  0.0165
C (-1.476, 3.567, 2.138)  0.0016
C (-0.689, 2.693, 2.884)  0.0105
C (-0.273, 1.516, 2.301)  0.0102
N (-0.549, 1.214, 1.022)  -0.0274
C (-1.346, 2.027, 0.331)  -0.0089
C (0.410, 0.429, 3.054)  0.0280
C (0.469, 0.399, 4.432)  0.0043
C (0.979, -0.732, 5.054)  0.0119
C (1.372, -1.801, 4.282)  -0.0017
C (1.269, -1.721, 2.896)  0.0283
N (0.843, -0.598, 2.300)  -0.0281
H (-2.484, 3.833, 0.249)  0.0065
H (-1.811, 4.502, 2.570)  0.0001
H (-0.415, 2.928, 3.902)  0.0016
H (-1.640, 1.689, -0.652)  0.0123
H (0.090, 1.226, 5.014)  0.0003
H (1.042, -0.779, 6.134)  0.0003
H (1.761, -2.705, 4.731)  0.0024
H (1.687, -2.384, 1.012)  0.0390
O (-5.907, 6.382, -2.685)  0.0000
C (-5.017, 5.619, -3.382)  0.0017
O (-4.561, 6.066, -4.404)  -0.0001
C (-4.692, 4.290, -2.821)  -0.0007
C (-5.026, 3.883, -1.526)  -0.0039
C (-4.716, 2.618, -1.069)  0.0033
C (-4.056, 1.672, -1.887)  0.0006
S (-3.701, 0.074, -1.335)  0.0008
C (-3.702, 2.114, -3.183)  -0.0014
C (-4.012, 3.378, -3.631)  0.0022
H (-6.232, 5.875, -1.934)  0.0000
H (-5.506, 4.565, -0.828)  -0.0002
H (-4.977, 2.323, -0.060)  -0.0001
H (-3.160, 1.428, -3.824)  0.0046
H (-3.732, 3.694, -4.630)  0.0001
Cl (-2.194, -1.275, 1.806)  0.0061
C (-3.488, -2.311, 1.199)  -0.0015
Cl (-4.900, -2.316, 2.285)  0.0002
H (-3.110, -3.322, 1.134)  -0.0004
H (-3.793, -1.914, 0.236)  0.0024

---

[2]
C62H44N7O2SZr | ωB97M-V/def2-TZVPD

total charge = +1
Kohn-Sham gap = 5.68 eV
LUMO = -4.202 eV
E_tot = -3368.10040 Eh
HOMO = -9.88 eV

Each line ends with the Löwdin charge.
CARTESIAN COORDINATES (ANGSTROEM)
Zr (-0.260, 0.119, -0.100)  1.7927
C (6.137, 1.604, -4.640)  -0.0701
C (6.201, 0.690, -3.598)  -0.0601
C (5.073, 0.424, -2.839)  -0.0275
C (3.864, 1.061, -3.117)  -0.2020
C (3.809, 1.972, -4.165)  -0.0400
C (4.939, 2.244, -4.921)  -0.0626
C (2.681, 0.740, -2.271)  -0.0633
C (1.582, 0.122, -2.849)  -0.2405
C (1.447, -0.135, -4.255)  0.0267
C (0.209, -0.639, -4.458)  0.0278
C (-0.386, -0.805, -3.161)  -0.2459
C (-1.477, -1.637, -2.933)  -0.0902
C (-2.247, -2.142, -4.112)  -0.2182
C (-3.453, -1.554, -4.473)  -0.0242
C (-4.170, -2.031, -5.562)  -0.0619
C (-3.684, -3.101, -6.297)  -0.0711
C (-2.480, -3.694, -5.942)  -0.0604
C (-1.765, -3.217, -4.855)  -0.0405
C (-1.685, -2.257, -1.706)  -0.2523
N (-1.063, -1.920, -0.525)  -0.0183
C (-1.237, -3.007, 0.312)  -0.2384
C (-0.800, -3.110, 1.624)  -0.0697
C (-1.065, -4.364, 2.381)  -0.2020
C (-2.357, -4.800, 2.655)  -0.0431
C (-2.567, -5.966, 3.374)  -0.0628
C (-1.488, -6.712, 3.822)  -0.0702
C (-0.195, -6.289, 3.549)  -0.0597
C (0.015, -5.119, 2.835)  -0.0281
C (-0.104, -2.098, 2.291)  -0.2237
C (0.173, -2.091, 3.695)  0.0278
C (0.876, -0.963, 3.958)  0.0435
C (1.084, -0.302, 2.707)  -0.2293
N (0.420, -0.975, 1.700)  -0.0104
C (1.971, 0.750, 2.514)  -0.0657
C (2.401, 1.128, 1.247)  -0.2299
C (3.547, 1.944, 0.993)  0.0423
C (3.793, 1.872, -0.338)  0.0261
C (2.766, 1.060, -0.915)  -0.2214
N (1.890, 0.643, 0.059)  -0.0066
C (2.604, 1.381, 3.708)  -0.2169
C (3.837, 0.933, 4.171)  -0.0375
C (4.414, 1.526, 5.284)  -0.0670
C (3.764, 2.567, 5.934)  -0.0686
C (2.536, 3.015, 5.473)  -0.0423
C (1.956, 2.421, 4.362)  -0.0007
C (-2.015, -4.012, -0.360)  0.0258
C (-2.348, -3.523, -1.575)  0.0316
N (0.436, -0.279, -2.191)  -0.0210
H (7.016, 1.817, -5.230)  0.1086
H (7.129, 0.182, -3.376)  0.1100
H (5.123, -0.293, -2.030)  0.1260
H (2.883, 2.479, -4.389)  0.0953
H (4.886, 2.960, -5.730)  0.1090
H (2.214, 0.034, -4.990)  0.1220
H (-0.229, -0.961, -5.387)  0.1237
H (-3.838, -0.720, -3.904)  0.0923
H (-5.107, -1.566, -5.836)  0.1094
H (-4.241, -3.474, -7.145)  0.1090
H (-2.098, -4.529, -6.511)  0.1103
H (-0.827, -3.680, -4.574)  0.1300
H (-3.202, -4.225, 2.306)  0.1006
H (-3.576, -6.294, 3.586)  0.1090
H (-1.653, -7.621, 4.382)  0.1088
H (0.651, -6.869, 3.889)  0.1101
H (1.022, -4.790, 2.619)  0.1259
H (-0.130, -2.854, 4.390)  0.1255
H (1.271, -0.630, 4.902)  0.1292
H (4.114, 2.460, 1.747)  0.1277
H (4.600, 2.327, -0.884)  0.1261
H (4.341, 0.121, 3.663)  0.1242
H (5.372, 1.175, 5.644)  0.1075
H (4.218, 3.028, 6.801)  0.1088
H (2.025, 3.828, 5.971)  0.1187
H (0.999, 2.773, 4.005)  0.0987
H (-2.251, -4.980, 0.045)  0.1213
H (-2.906, -4.012, -2.355)  0.1254
O (-1.447, 5.020, 5.076)  -0.0109
C (-0.962, 5.327, 3.978)  -0.6908
O (-0.480, 6.380, 3.544)  -0.0044
C (-0.913, 4.154, 2.975)  -0.0694
C (-0.269, 4.273, 1.751)  0.0789
C (-0.116, 3.166, 0.942)  -0.1889
N (-0.639, 1.960, 1.246)  0.0112
C (-1.352, 1.872, 2.386)  -0.1933
C (-1.486, 2.926, 3.269)  0.0614
C (-2.119, 0.627, 2.593)  -0.2042
C (-2.701, 0.316, 3.816)  0.0235
C (-3.573, -0.754, 3.884)  -0.0115
C (-3.839, -1.477, 2.732)  -0.0266
C (-3.156, -1.150, 1.573)  -0.1476
N (-2.301, -0.128, 1.498)  0.0190
C (0.414, 3.327, -0.425)  -0.2096
C (1.205, 4.405, -0.796)  0.0200
C (1.448, 4.611, -2.141)  -0.0097
C (0.906, 3.730, -3.065)  -0.0320
C (0.214, 2.624, -2.602)  -0.1449
N (-0.036, 2.420, -1.308)  0.0298
H (0.096, 5.254, 1.479)  0.1278
H (-2.050, 2.857, 4.188)  0.1252
H (-2.491, 0.916, 4.687)  0.1250
H (-4.055, -1.005, 4.819)  0.1240
H (-4.547, -2.291, 2.727)  0.1134
H (-3.315, -1.710, 0.664)  0.1008
H (1.592, 5.080, -0.047)  0.1285
H (2.035, 5.458, -2.467)  0.1241
H (1.031, 3.875, -4.128)  0.1152
H (-0.174, 1.888, -3.289)  0.0996
C (-2.880, 1.843, -2.776)  -0.3530
S (-2.820, 1.231, -1.080)  0.8084
C (-4.240, 0.116, -1.118)  -0.3489
H (-2.456, 1.145, -3.494)  0.0276
H (-2.345, 2.787, -2.811)  0.0308
H (-3.921, 2.039, -3.027)  0.0506
H (-5.008, 0.571, -1.739)  0.0500
H (-4.637, 0.034, -0.110)  0.0310
H (-3.995, -0.872, -1.501)  0.0266

---

Ordered relative energy (zero: lowest compared OMol25 entry of this formula, charge and spin) results: 24.79 9.36; unit kcal/mol.
Ordered strongest force on any atom results: 1.26 0.78; unit eV/Å.